# 1
Density functional theory data (ωB97M-V/def2-TZVPD) for a structure of composition C18H54AlF2N9O3P3 at a distorted geometry.

Each line ends with the Löwdin charge.
Element x y z (Å)
Al (-0.0833, -0.3223, 1.1508)  0.48
F (1.3647, -1.6850, 2.3410)  -0.42
F (-1.3706, 1.4437, 1.7915)  -0.40
O (-1.7022, -1.0954, 1.4617)  -0.18
P (-3.1647, -1.3269, 1.7294)  0.81
N (-4.0469, 0.0487, 1.0949)  -0.26
C (-3.9141, 1.4978, 1.6164)  -0.06
C (-4.6773, -0.1047, -0.1946)  -0.13
N (-3.6547, -1.4112, 3.4428)  -0.29
C (-2.7443, -2.1014, 4.3697)  -0.12
C (-5.0716, -1.3556, 3.9040)  -0.08
N (-3.9055, -2.7793, 1.2091)  -0.32
C (-5.3117, -3.0813, 1.2546)  -0.13
C (-3.0244, -4.0004, 1.0427)  -0.05
H (-4.8245, 2.0972, 1.6206)  0.09
H (-3.1915, 1.9630, 0.9459)  0.01
H (-3.3911, 1.5661, 2.5702)  0.08
H (-4.8255, -1.1672, -0.3873)  0.06
H (-4.0671, 0.3361, -0.9829)  0.08
H (-5.6446, 0.3970, -0.1661)  0.09
H (-1.8092, -2.4002, 3.8959)  0.07
H (-2.4269, -1.6064, 5.2875)  0.08
H (-3.1908, -3.0285, 4.7291)  0.08
H (-5.5420, -2.3283, 3.7606)  0.07
H (-4.9863, -0.9695, 4.9198)  0.09
H (-5.5237, -0.5999, 3.2616)  0.07
H (-5.9617, -2.2155, 1.3806)  0.08
H (-5.4967, -3.5168, 0.2727)  0.09
H (-5.4868, -3.7822, 2.0709)  0.09
H (-2.1434, -3.7673, 0.4447)  0.07
H (-3.4929, -4.8951, 0.6327)  0.09
H (-2.6460, -4.1311, 2.0565)  0.07
O (1.3079, -0.7446, -0.0830)  -0.24
P (2.6815, -1.1176, -0.4334)  0.73
N (3.0977, -0.6283, -2.0260)  -0.29
C (2.0549, -0.2266, -2.9783)  -0.14
C (4.4757, -0.5588, -2.6225)  -0.06
N (2.9470, -2.8099, -0.4733)  -0.28
C (4.2438, -3.3902, -0.8277)  -0.11
C (1.9913, -3.7259, 0.1418)  -0.10
N (3.7895, -0.3474, 0.6598)  -0.24
C (4.1482, -1.0640, 1.9230)  -0.08
C (3.7779, 1.1290, 0.7578)  -0.13
H (1.3872, -1.0398, -3.2630)  0.09
H (2.5511, 0.1422, -3.8760)  0.11
H (1.5650, 0.6199, -2.4969)  0.01
H (4.4915, -1.0552, -3.5929)  0.10
H (5.1778, -1.0128, -1.9232)  0.06
H (4.7645, 0.4914, -2.5828)  0.07
H (5.0548, -2.6811, -0.6615)  0.06
H (4.5007, -4.1992, -0.1439)  0.09
H (4.3159, -3.7602, -1.8504)  0.09
H (1.0204, -3.7422, -0.3533)  0.07
H (2.3552, -4.7533, 0.1533)  0.09
H (1.8538, -3.3740, 1.1642)  0.06
H (3.2271, -1.3843, 2.4099)  0.04
H (4.6175, -2.0304, 1.7393)  0.07
H (4.8029, -0.4540, 2.5455)  0.09
H (4.5327, 1.5607, 1.4150)  0.12
H (2.7677, 1.4965, 0.9386)  0.06
H (4.1073, 1.4400, -0.2336)  0.05
O (0.1718, 0.8294, -0.2752)  -0.22
P (0.4726, 2.0661, -1.0532)  0.80
N (-0.5235, 3.4437, -0.7365)  -0.29
C (-0.2581, 4.8180, -1.2037)  -0.09
C (-1.8281, 3.2641, -0.1723)  -0.14
N (0.2755, 1.8785, -2.7741)  -0.32
C (0.5789, 2.9274, -3.7537)  -0.09
C (-0.3497, 0.6622, -3.3074)  -0.11
N (2.0688, 2.7021, -0.8971)  -0.26
C (2.5032, 3.4510, 0.3202)  -0.08
C (3.1779, 2.3121, -1.7428)  -0.15
H (-0.9646, 4.9229, -2.0271)  0.09
H (0.7526, 4.9054, -1.6024)  0.07
H (-0.3577, 5.5184, -0.3745)  0.09
H (-1.8819, 2.4007, 0.4908)  0.00
H (-2.6160, 3.0225, -0.8858)  0.09
H (-2.1025, 4.1559, 0.3911)  0.10
H (1.1518, 2.4855, -4.5689)  0.09
H (-0.3140, 3.4250, -4.1324)  0.09
H (1.3097, 3.6072, -3.3158)  0.06
H (-1.3848, 0.7188, -2.9704)  0.09
H (-0.1848, 0.6067, -4.3834)  0.11
H (0.1191, -0.2243, -2.8802)  0.04
H (3.1273, 4.2579, -0.0639)  0.10
H (1.6827, 3.9225, 0.8610)  0.10
H (3.1682, 2.7881, 0.8739)  0.02
H (4.0552, 2.8463, -1.3780)  0.10
H (3.0859, 2.5699, -2.7979)  0.09
H (3.4127, 1.2582, -1.5936)  0.01

Results
Charge: +1
Maximum force: 6.4 eV/A
HOMO energy: -10.77 eV
Frontier orbital gap: 0.31060 Eh
ΔE to the lowest compared entry with this formula, charge and spin: 0.00 kJ/mol


# 2
Density functional theory data (ωB97M-V/def2-TZVPD) for a cluster of 6 separate species, C18H54FO22P6S in total at a distorted geometry.

Each line ends with the Löwdin charge.
Element x y z (Å)
O (7.3281, 2.8467, 9.8331)  0.07
C (7.2620, 3.8852, 9.2194)  -0.50
O (6.1227, 4.0869, 8.4107)  0.01
C (8.2965, 5.0378, 9.2918)  -0.17
C (9.4224, 4.9990, 8.1870)  -0.40
P (10.2951, 3.3267, 7.9579)  0.16
F (8.9791, 2.7453, 6.9548)  -0.45
S (11.3939, 4.1362, 6.1917)  0.23
H (6.2396, 3.6653, 7.5374)  0.11
H (7.7164, 5.9879, 9.1161)  0.10
H (8.7035, 5.1054, 10.3312)  0.11
H (10.2134, 5.7244, 8.5153)  0.06
H (9.0181, 5.2993, 7.1854)  0.06
H (10.9441, 2.0489, 7.7205)  -0.07
H (11.4570, 3.7125, 8.7458)  -0.07
H (9.7325, 2.7611, 9.1538)  -0.04
H (10.4562, 4.1871, 5.1911)  -0.24
C (0.9131, 3.0694, 3.4502)  -0.10
O (2.3376, 3.1744, 3.5211)  -0.20
P (3.0186, 3.4549, 4.9312)  0.36
O (4.4692, 3.6670, 4.8907)  -0.22
O (2.5490, 2.2189, 5.8358)  -0.23
C (2.9582, 0.9163, 5.4268)  -0.10
O (2.1647, 4.6622, 5.5235)  -0.22
C (2.4582, 5.0773, 6.8574)  -0.09
H (0.6570, 2.2469, 2.7904)  0.05
H (0.4692, 2.8821, 4.4307)  0.09
H (0.5064, 3.9949, 3.0430)  0.09
H (3.7655, 0.9546, 4.6939)  0.09
H (2.1004, 0.3991, 4.9928)  0.09
H (3.2992, 0.3681, 6.3038)  0.09
H (2.7686, 4.2365, 7.4794)  0.09
H (1.5529, 5.5102, 7.2833)  0.08
H (3.2451, 5.8313, 6.8437)  0.09
C (-3.5348, 0.6186, -0.6888)  -0.10
O (-2.6285, 1.1777, 0.2588)  -0.20
P (-1.1043, 1.3711, -0.1588)  0.37
O (-0.2240, 1.8394, 0.9196)  -0.21
O (-1.1744, 2.3375, -1.4322)  -0.23
C (-1.7232, 3.6411, -1.2381)  -0.09
O (-0.7199, -0.0287, -0.8052)  -0.21
C (0.5765, -0.1502, -1.3985)  -0.08
H (-4.4708, 1.1762, -0.6411)  0.07
H (-3.1486, 0.6745, -1.7080)  0.09
H (-3.7219, -0.4247, -0.4324)  0.09
H (-1.7800, 3.9055, -0.1810)  0.09
H (-2.7242, 3.6689, -1.6713)  0.09
H (-1.0915, 4.3637, -1.7527)  0.09
H (0.9009, 0.7914, -1.8448)  0.09
H (0.5249, -0.9059, -2.1802)  0.07
H (1.2971, -0.4672, -0.6456)  0.10
C (-1.3358, -5.6588, -3.3673)  -0.09
O (-0.3766, -4.6020, -3.3334)  -0.21
P (0.6367, -4.5198, -2.1086)  0.36
O (1.5037, -3.3331, -2.0969)  -0.22
O (1.4179, -5.9158, -2.1635)  -0.23
C (2.1934, -6.1896, -3.3291)  -0.09
O (-0.3054, -4.6947, -0.8387)  -0.21
C (0.3221, -4.7836, 0.4406)  -0.09
H (-1.3950, -6.0396, -4.3869)  0.09
H (-1.0636, -6.4815, -2.7041)  0.09
H (-2.3094, -5.2680, -3.0726)  0.09
H (2.3680, -5.2906, -3.9222)  0.09
H (1.6657, -6.9266, -3.9366)  0.09
H (3.1515, -6.6038, -3.0193)  0.09
H (1.2901, -5.2827, 0.3772)  0.09
H (-0.3266, -5.3646, 1.0952)  0.09
H (0.4508, -3.7846, 0.8572)  0.09
C (-9.8489, 2.7501, -2.8931)  -0.10
O (-8.4274, 2.8502, -2.8321)  -0.21
P (-7.7350, 3.1197, -1.4239)  0.36
O (-6.2830, 3.3281, -1.4723)  -0.22
O (-8.2015, 1.8788, -0.5258)  -0.23
C (-7.7999, 0.5759, -0.9455)  -0.09
O (-8.5824, 4.3248, -0.8233)  -0.21
C (-8.2860, 4.7385, 0.5104)  -0.09
H (-10.1088, 1.9283, -3.5600)  0.09
H (-10.2879, 2.5558, -1.9130)  0.09
H (-10.2563, 3.6789, -3.2914)  0.09
H (-6.9979, 0.6151, -1.6845)  0.08
H (-8.6622, 0.0644, -1.3757)  0.09
H (-7.4553, 0.0210, -0.0741)  0.09
H (-7.9756, 3.8963, 1.1305)  0.09
H (-9.1896, 5.1712, 0.9383)  0.09
H (-7.4992, 5.4925, 0.4952)  0.09
C (-3.4042, -4.3795, -8.9473)  -0.10
O (-2.8811, -5.3513, -8.0432)  -0.21
P (-2.0285, -6.5636, -8.6243)  0.36
O (-1.6368, -7.5759, -7.6368)  -0.23
O (-0.8066, -5.8491, -9.3715)  -0.23
C (0.0789, -5.0596, -8.5771)  -0.09
O (-2.9158, -7.0912, -9.8362)  -0.21
C (-2.3658, -8.1212, -10.6556)  -0.09
H (-3.2712, -3.3916, -8.5072)  0.09
H (-2.8949, -4.4026, -9.9123)  0.09
H (-4.4672, -4.5662, -9.0975)  0.09
H (-0.0400, -5.2617, -7.5115)  0.08
H (-0.1234, -4.0051, -8.7691)  0.09
H (1.1028, -5.2848, -8.8707)  0.09
H (-1.2823, -8.0274, -10.7421)  0.09
H (-2.8031, -8.0318, -11.6495)  0.09
H (-2.6176, -9.0965, -10.2389)  0.09

Results
Charge: -1
Maximum force: 2.0 eV/A
HOMO energy: -3.68 eV
Frontier orbital gap: 0.18210 Eh